Here is C26H39BF6N9O6PbS3Te as an isolated structure from the Open Molecules 2025 dataset. Energies are from ωB97M-V/def2-TZVPD.

```
92
Properties=species:S:1:pos:R:3
Pb -1.123 1.403 1.572
Te -0.881 1.930 -4.423
S 1.503 -0.238 0.940
S -0.121 1.501 5.239
S -1.703 3.760 4.526
F -0.209 5.804 5.680
F 1.741 2.691 6.641
F 2.497 1.012 5.328
F 0.096 5.377 3.501
F 2.081 2.990 4.506
F -1.661 6.453 4.083
O -0.322 0.615 6.365
O -1.456 3.275 3.152
O -0.753 2.144 -1.393
O -3.042 3.903 5.036
O -0.440 0.874 3.937
O 0.417 3.123 -3.069
N 2.203 -2.738 1.791
N -3.593 1.884 0.643
N 1.744 -2.440 -0.480
N 0.947 3.704 -0.935
N -4.584 1.464 1.505
N -4.007 -0.946 1.237
N -0.831 2.906 5.520
N -2.666 -0.672 1.238
N 0.809 3.500 0.444
C -2.018 -1.864 1.083
C 0.376 2.030 -8.558
C 2.366 -4.180 4.583
C 1.896 -1.932 0.809
C -4.788 3.664 1.407
C 3.764 -3.253 -2.850
C -3.712 3.255 0.564
C -0.093 1.573 -7.330
C 0.137 2.922 -1.779
C -2.973 -2.919 1.080
C -2.260 1.048 -8.424
C 2.379 -3.830 -2.392
C 4.908 -3.809 -2.093
C 2.809 -4.875 5.935
C -2.020 0.789 -5.939
C -0.351 1.827 -9.727
C 1.654 2.116 5.439
C 2.043 -3.812 -0.914
C -4.233 -2.289 1.114
C -1.440 1.075 -7.263
C -1.757 1.412 -9.679
C -0.820 5.504 4.479
C 2.376 -2.157 3.065
C 3.161 -2.947 4.012
C -5.251 2.526 2.022
C 0.657 1.729 -6.040
B -5.148 0.039 1.398
H 0.121 1.925 -10.690
H 3.729 -2.184 -2.807
H 1.432 0.937 -5.883
H 4.728 -3.897 -1.011
H 1.665 3.071 0.889
H -5.756 -0.099 2.503
H 1.220 -1.818 -1.086
H -3.061 3.817 -0.144
H 3.309 -2.267 4.865
H 1.443 -3.669 4.901
H -5.116 4.695 1.618
H 5.840 -3.210 -2.160
H -3.082 1.077 -5.918
H -2.791 -3.937 0.966
H 1.541 4.415 -1.333
H 1.364 -1.900 3.431
H 2.867 -1.179 2.840
H 3.891 -3.532 -3.882
H 2.340 -4.890 -2.683
H 2.683 -3.622 1.613
H -3.302 0.762 -8.292
H 1.261 -4.495 -0.675
H -5.950 2.544 2.893
H 1.918 -5.396 6.309
H 0.691 4.373 0.990
H 2.925 -4.178 -0.409
H -6.033 -0.103 0.602
H 4.133 -3.243 3.570
H -1.958 -0.317 -5.622
H 1.620 -3.400 -3.019
H 3.555 -5.706 5.848
H 5.332 -4.782 -2.464
H 1.323 2.623 -8.587
H 3.181 -4.165 6.677
H -5.214 -2.766 1.134
H -0.947 -1.894 1.147
H 1.053 2.743 -5.924
H -2.363 1.582 -10.554
H 2.102 -4.837 3.760
```

Properties
- total charge = +1
- lowest unoccupied orbital energy (spin up / spin down) (eV) = -4.689 / -6.929
- DFT total energy (hartree) = -4237.4549
- relative energy (zero: lowest compared OMol25 entry of this formula, charge and spin) (kcal per mole) = 67.15
- largest force on an atom (eV/Å) = 4.1
- spin multiplicity = 1
- Kohn-Sham gap (spin up / spin down) (eV) = 5.683 / 3.522